i.
A cluster of 2 separate species, C3H10N2S in total. Source: the Open Molecules 2025 dataset; level of theory: ωB97M-V/def2-TZVPD.

Results
lowest unoccupied orbital energy = 0.84 eV
HOMO = -8.44 eV

Bonds (Å) are listed after each position.
Positions of all 16 atoms, in Å:
1 C -0.82 -0.61 2.07  C3 1.332, H7 1.045, H8 1.058
2 C -0.44 -0.23 -1.66  S6 1.814, H10 1.214, H11 1.090, H12 1.148
3 C 0.06 -1.43 1.52  C1 1.332, H13 1.087, H14 1.088
4 N 0.11 1.89 -0.02  S6 1.862, H9 1.092, H15 1.025
5 N 1.93 0.63 -1.64  S6 1.541, H16 1.026
6 S 0.90 0.28 -0.55  C2 1.814, N4 1.862, N5 1.541
7 H -1.79 -0.76 1.69  C1 1.045
8 H -0.54 0.00 2.88  C1 1.058
9 H -0.72 1.69 0.66  N4 1.092
10 H -1.45 -0.39 -0.99  C2 1.214
11 H -0.65 0.61 -2.31  C2 1.090
12 H -0.11 -1.22 -2.13  C2 1.148
13 H -0.10 -2.30 0.88  C3 1.087
14 H 1.14 -1.39 1.67  C3 1.088
15 H -0.38 2.35 -0.79  N4 1.025
16 H 2.86 0.87 -1.26  N5 1.026

ii.
A cluster of 2 separate species, C3H10N2S in total. Source: the Open Molecules 2025 dataset; level of theory: ωB97M-V/def2-TZVPD.

Results
lowest unoccupied orbital energy = 0.91 eV
HOMO = -8.55 eV
structure (SMILES) = [H]/N=C/N.CSC

Bonds (Å) are listed after each position.
Positions of all 16 atoms, in Å:
1 H 1.33 -0.23 2.79  N2 1.015
2 N 1.99 0.13 2.11  H1 1.015, C3 1.270
3 C 1.49 1.16 1.54  N2 1.270, N4 1.365, H5 1.091
4 N 2.12 1.80 0.52  C3 1.365, H6 1.002, H7 1.006
5 H 0.56 1.62 1.87  C3 1.091
6 H 1.60 2.45 -0.03  N4 1.002
7 H 2.96 1.36 0.17  N4 1.006
8 C -0.08 -0.60 -1.53  S9 1.810, H11 1.087, H12 1.090, H13 1.084
9 S -1.21 -0.09 -0.21  C8 1.810, C10 1.799
10 C -2.58 -1.24 -0.46  S9 1.799, H14 1.095, H15 1.089, H16 1.085
11 H -0.63 -0.74 -2.45  C8 1.087
12 H 0.47 -1.49 -1.25  C8 1.090
13 H 0.62 0.22 -1.66  C8 1.084
14 H -3.20 -1.13 0.44  C10 1.095
15 H -3.19 -0.94 -1.31  C10 1.089
16 H -2.27 -2.28 -0.53  C10 1.085

ii (0.1262 hartree below the next structure)